w:
DFT (ωB97M-V with the def2-TZVPD basis set) results for a structure of composition C2H4FNO.

Multiplicity: 1
Orbital gap, eV: 10.4

Geometry as XYZ:
```
9
C2H4FNO | the OMol25 dataset | ωB97M-V with the def2-TZVPD basis set
C -0.4158 -1.1215 0.9872
C 0.0440 0.9692 -0.6627
N 0.8069 0.0438 0.0865
O -1.5008 -0.8362 1.3204
F 0.2552 -2.2127 1.3191
H -0.5517 0.4357 -1.5479
H -0.7726 1.5591 -0.0354
H 0.8057 1.6869 -0.8705
H 1.3291 -0.5242 -0.5968
```

x:
DFT (ωB97M-V with the def2-TZVPD basis set) results for an isolated molecule of C2H4FNO.

Multiplicity: 1
Orbital gap, eV: 10.8
SMILES: NC(=O)CF

Geometry as XYZ:
```
9
C2H4FNO | the OMol25 dataset | ωB97M-V with the def2-TZVPD basis set
N 0.5436 -1.3760 -0.3129
C -0.2151 -0.3950 -0.8347
O -0.0749 0.0938 -1.9028
C -1.4803 0.0587 0.0926
F -0.9153 0.4494 1.3029
H 0.4433 -1.7129 0.5976
H 1.2857 -1.5145 -0.9045
H -2.1352 0.9032 -0.1190
H -1.9779 -0.8826 0.2657
```

Which structure is the most stable? The one labeled x.

w:
DFT (ωB97M-V with the def2-TZVPD basis set) results for a cluster of 3 separate species, C8H15NO in total.

Multiplicity: 1
Orbital gap, eV: 6.1

Geometry as XYZ:
```
25
C8H15NO | the OMol25 dataset | ωB97M-V with the def2-TZVPD basis set
C 1.0823 -1.1028 -0.2332
C 0.1512 0.7201 -1.2238
C 0.2768 -1.3383 0.8547
C 0.9756 -2.0420 -1.4175
C 2.4681 -0.5460 0.0131
N 0.2175 1.7722 -0.4454
H 1.0428 2.3549 -0.4917
H -0.8310 1.9673 0.2272
H -0.8345 0.2812 -1.3041
H 0.7865 0.6393 -2.1038
H 0.5734 -1.0346 1.8485
H -0.5393 -2.0460 0.8037
H -1.1772 -0.0372 1.2941
H -0.0503 -2.3732 -1.5736
H 1.6020 -2.9255 -1.2650
H 1.3226 -1.5651 -2.3341
H 3.1579 -1.3382 0.3132
H 2.8747 -0.0955 -0.8940
H 2.4454 0.2166 0.7903
C -1.9875 0.6177 1.7586
C -3.0798 2.3811 0.3047
C -2.1406 1.8456 0.9864
O -3.8248 2.8544 -0.4836
H -2.8825 -0.0066 1.8009
H -1.6294 0.8004 2.7745
```

x:
DFT (ωB97M-V with the def2-TZVPD basis set) results for a cluster of 2 separate species, C8H15NO in total.

Multiplicity: 1
Orbital gap, eV: 10.5
SMILES: [H]/N=C\C(C)(C)C.C#CCO

Geometry as XYZ:
```
25
C8H15NO | the OMol25 dataset | ωB97M-V with the def2-TZVPD basis set
H -2.6203 0.7386 -0.6382
N -1.9507 0.3477 -1.3013
C -0.9272 -0.1534 -0.7673
C -0.7351 -0.7221 0.7759
C -0.7759 -2.2387 0.6380
C -1.8653 -0.1999 1.6479
C 0.6117 -0.2542 1.2903
H -0.1766 -0.5647 -1.4419
H 0.0282 -2.5878 -0.0072
H -1.7248 -2.5676 0.2180
H -0.6510 -2.7003 1.6187
H -2.8339 -0.5378 1.2817
H -1.8456 0.8889 1.6795
H -1.7522 -0.5758 2.6646
H 1.4301 -0.6585 0.7004
H 0.7361 -0.5227 2.3396
H 0.6695 0.8401 1.2151
C 2.8769 -0.0931 -1.7271
C 2.3630 0.9863 -1.6456
C 1.6375 2.2516 -1.5467
O 0.6428 2.2647 -0.5523
H 3.3839 -1.0092 -1.8380
H 2.3549 3.0429 -1.2855
H 1.2105 2.4849 -2.5383
H -0.0865 1.5401 -0.7803
```

Which structure is the most stable? The one labeled x.

w:
DFT (ωB97M-V with the def2-TZVPD basis set) results for an isolated molecule of C2H3F2I.

Multiplicity: 1
Orbital gap, eV: 10.2
SMILES: CC(F)(F)I

Geometry as XYZ:
```
8
C2H3F2I | the OMol25 dataset | ωB97M-V with the def2-TZVPD basis set
C -0.7506 -0.4619 -0.1695
C 0.4999 0.4217 0.0422
F 0.1542 1.4929 0.7744
F 0.9368 0.9884 -1.0918
I 2.2503 -0.3949 1.0434
H -0.4720 -1.3500 -0.7392
H -1.0818 -0.7379 0.8256
H -1.5369 0.0418 -0.6852
```

x:
DFT (ωB97M-V with the def2-TZVPD basis set) results for a cluster of 2 separate species, C2H3F2I in total.

Multiplicity: 1
Orbital gap, eV: 9.1

Geometry as XYZ:
```
8
C2H3F2I | the OMol25 dataset | ωB97M-V with the def2-TZVPD basis set
C 0.0470 1.0061 -0.7080
C 0.0846 -0.7335 0.7035
F -0.6062 -0.4624 1.7666
F 1.3496 -1.0416 1.0368
I -0.8040 -2.2865 -0.5306
H -0.6179 1.6095 0.0835
H 1.0259 1.3584 -0.8567
H -0.4791 0.5500 -1.4951
```

Which structure is the most stable? The one labeled w.

w:
DFT (ωB97M-V with the def2-TZVPD basis set) results for an isolated molecule of C4H5NO2S.

Multiplicity: 1
Orbital gap, eV: 8.7
SMILES: O=C1CC[C@]2(N1)OS2

Geometry as XYZ:
```
13
C4H5NO2S | the OMol25 dataset | ωB97M-V with the def2-TZVPD basis set
O 1.7168 -2.0217 0.4522
C 0.9258 -1.1130 0.2904
C 1.1890 0.3915 0.3770
C -0.0075 1.0647 -0.0770
C -1.0095 -0.0109 -0.3472
N -0.3796 -1.2029 -0.3290
O -2.2091 0.2173 -0.9707
S -2.7927 0.0802 0.6902
H 1.4768 0.6980 1.4591
H 2.0222 0.7137 -0.2268
H -0.2293 1.8852 0.5677
H 0.0981 1.3940 -1.1702
H -0.8009 -2.0961 -0.7155
```

x:
DFT (ωB97M-V with the def2-TZVPD basis set) results for a cluster of 2 separate species, C4H5NO2S in total.

Multiplicity: 1
Orbital gap, eV: 8.8

Geometry as XYZ:
```
13
C4H5NO2S | the OMol25 dataset | ωB97M-V with the def2-TZVPD basis set
C -0.6434 0.5195 0.3869
C 0.4617 1.4061 -0.0377
C 1.4264 0.0439 0.1270
C -1.5755 -0.2384 -0.6746
H 1.2505 -2.3362 -0.0982
H -1.4242 0.7698 1.2087
H 0.4529 2.1311 0.7746
H 0.4114 1.7030 -1.0555
H -2.6786 0.0396 -0.5758
N 0.3891 -0.5274 0.8051
O 0.3577 -1.8394 0.9263
O -1.2078 -1.2355 -1.2100
S 2.7799 -0.4360 -0.5769
```

Which structure is the most stable? The one labeled w.